A structure of composition C21H30N5O2PS2, computed with ωB97M-V with the def2-TZVPD basis set.

Element x y z (Å)
C 1.57 -2.71 1.31
C 1.15 -4.09 1.76
O 1.44 -4.55 2.83
O 0.49 -4.85 0.85
C -0.53 -4.20 0.07
C -1.52 -3.41 0.87
C -1.91 -2.18 0.45
C -2.89 -1.41 1.15
C -3.46 -1.86 2.30
P -4.63 -0.89 3.26
S -4.02 -0.30 5.01
C -3.10 -3.16 2.76
N -3.58 -3.79 3.83
S -2.87 -5.21 3.87
N -1.93 -5.13 2.58
C -2.14 -3.93 2.04
H 2.29 -2.34 2.04
H 2.03 -2.74 0.33
H 0.72 -2.03 1.29
H -1.05 -5.00 -0.45
H -0.08 -3.56 -0.70
H -1.46 -1.78 -0.45
H -3.16 -0.44 0.77
H -4.95 0.17 2.40
H -5.77 -1.71 3.28
C 2.33 1.92 0.61
C 3.36 0.96 0.03
C 2.99 0.49 -1.39
C 1.72 -0.22 -1.40
N 0.72 -0.78 -1.40
H 1.36 1.43 0.72
H 2.64 2.25 1.61
H 2.21 2.80 -0.01
H 3.48 0.09 0.67
H 4.34 1.45 -0.02
H 3.76 -0.17 -1.79
H 2.91 1.35 -2.06
C 5.54 6.18 -0.15
C 4.81 6.87 0.99
C 3.68 6.02 1.58
C 2.66 5.72 0.57
N 1.87 5.50 -0.23
H 4.87 5.98 -0.99
H 6.36 6.79 -0.51
H 5.96 5.22 0.18
H 4.41 7.82 0.65
H 5.52 7.09 1.80
H 3.19 6.54 2.40
H 4.07 5.08 1.96
C -4.30 -1.41 -5.24
C -4.46 -0.84 -3.84
C -3.16 -0.88 -3.03
C -2.67 -2.24 -2.86
N -2.30 -3.32 -2.72
H -4.02 -2.46 -5.22
H -5.24 -1.33 -5.80
H -3.53 -0.86 -5.80
H -5.23 -1.39 -3.30
H -4.79 0.20 -3.90
H -3.30 -0.45 -2.04
H -2.38 -0.30 -3.53

Properties
Net charge   0
Multiplicity   1
LUMO   -0.7 eV
Gap between HOMO and LUMO   7.82 eV
Highest occupied orbital energy   -8.53 eV
E_tot   -64767.96745 eV